The following is a quantum chemistry calculation of the molecule C3H3ClF2O, from the OMol25 dataset.

Computed properties:
ΔE to the lowest compared entry with this formula, charge and spin: 0.0 kJ/mol
HOMO-LUMO gap: 10.99 eV
SMILES: O[C@@H]1[C@@H](Cl)C1(F)F

Atoms and positions in Å:
F -0.165 1.646 -0.759
H -0.339 -0.791 -1.616
H 0.277 -0.735 1.516
C 0.390 -0.296 0.551
F -1.616 0.894 0.826
C -0.639 -0.720 -0.566
H -2.392 -1.240 -0.133
O -1.534 -1.716 -0.232
C -0.570 0.634 0.001
Cl 2.098 -0.240 0.093